Formula: C22H18N3O3
Source: OMol25
Level of theory: ωB97M-V/def2-TZVPD

```
46
Properties=species:S:1:pos:R:3:mulliken_charge:R:1
O -0.602 -1.304 -4.668 -0.53
C -0.874 -1.641 -3.557 0.04
C -0.297 -2.727 -2.753 0.39
N -0.298 -2.898 -1.423 0.04
C 0.382 -4.052 -1.212 -0.36
C 0.800 -4.578 -2.482 -0.42
N 0.350 -3.717 -3.446 -0.68
H -1.647 -1.148 -2.923 0.24
H 0.621 -4.565 -0.277 0.36
H 1.380 -5.494 -2.662 0.39
O -2.849 2.424 -2.293 -0.74
C -2.148 3.151 -1.572 0.59
O -2.342 3.859 -0.573 -0.71
C -0.607 3.072 -1.874 -0.42
C 0.176 4.335 -1.505 -0.86
C 0.759 4.043 -0.175 0.60
C 0.555 2.684 0.121 0.39
C 0.961 2.142 1.334 -0.64
C 1.664 2.962 2.234 -0.80
C 1.896 4.319 1.928 -0.43
C 1.439 4.860 0.719 -0.77
N -0.133 2.067 -0.930 0.02
C -0.596 0.786 -0.950 -0.97
C -0.053 -0.318 -0.294 0.16
C -0.750 -1.574 -0.054 -0.21
C -0.539 -2.213 1.301 0.28
C -1.595 -2.607 2.172 -0.41
C -1.301 -3.300 3.343 -0.45
C 0.016 -3.559 3.724 -0.41
C 1.047 -3.076 2.921 -0.61
C 0.779 -2.350 1.766 -0.31
H -0.466 2.750 -2.906 0.41
H 0.980 4.543 -2.218 0.28
H -0.474 5.204 -1.481 0.38
H 0.747 1.110 1.603 0.64
H 2.036 2.532 3.163 0.40
H 2.457 4.940 2.636 0.33
H 1.606 5.904 0.442 0.39
H -1.422 0.634 -1.683 0.44
H 0.971 -0.208 0.131 0.67
H -1.826 -1.472 -0.356 0.46
H -2.638 -2.441 1.867 0.36
H -2.108 -3.690 3.965 0.36
H 0.253 -4.114 4.628 0.38
H 2.088 -3.281 3.147 0.36
H 1.598 -1.996 1.125 0.38
```

* E: -1239.13407 a.u.
* charge: -1
* relative energy (zero: lowest compared OMol25 entry of this formula, charge and spin): 0.0 kcal per mole
* frontier orbital gap: 6.53 eV
* LUMO: 2.068 eV

=====

Formula: C22H18N4O5S7Ti
Source: OMol25
Level of theory: ωB97M-V/def2-TZVPD

```
57
Properties=species:S:1:pos:R:3:mulliken_charge:R:1
Ti 0.425 0.840 -1.290 0.22
O -1.660 0.803 3.795 -0.70
C -2.339 -0.168 3.159 0.50
C -3.236 -0.929 3.907 -0.67
C -3.973 -1.932 3.308 -0.38
C -3.826 -2.211 1.952 -0.92
C -2.926 -1.476 1.208 -0.34
C -2.179 -0.449 1.790 0.30
C -1.260 0.314 0.930 1.21
O -1.036 -0.087 -0.259 -0.70
N -0.710 1.421 1.429 -1.66
N 0.054 1.996 0.459 1.01
C 0.541 3.167 0.609 -0.65
C 1.285 3.673 -0.537 0.94
C 1.883 4.924 -0.576 -1.01
C 2.534 5.314 -1.732 -0.27
C 2.559 4.454 -2.818 -0.93
C 1.936 3.223 -2.705 -0.19
N 1.320 2.837 -1.592 0.52
H -1.148 1.299 3.113 0.58
H -3.341 -0.702 4.960 0.44
H -4.670 -2.507 3.906 0.38
H -4.397 -3.003 1.487 0.46
H -2.767 -1.686 0.158 0.53
H 0.395 3.747 1.514 0.30
H 1.833 5.569 0.291 0.44
H 3.013 6.283 -1.790 0.41
H 3.049 4.725 -3.742 0.41
H 1.918 2.511 -3.522 0.45
S -2.790 -0.653 -7.762 -0.32
C -2.049 -0.268 -6.338 0.10
S -0.530 -0.915 -5.837 -0.10
C -0.365 -0.026 -4.337 0.15
C -1.371 0.818 -4.039 0.12
S -1.429 1.868 -2.655 -0.45
S -2.673 0.879 -5.209 -0.11
S 1.058 -0.271 -3.358 -0.50
S -0.487 -3.850 -0.806 -0.36
C -0.318 -3.530 0.824 0.36
N 0.513 -2.538 1.267 0.47
C 0.719 -2.213 2.565 -0.04
C 0.077 -2.879 3.559 -0.89
C -0.810 -3.914 3.180 -0.04
C -0.996 -4.231 1.870 -0.81
H 0.979 -1.940 0.584 -0.12
H 1.415 -1.401 2.725 0.39
H 0.232 -2.607 4.591 0.42
H -1.355 -4.456 3.943 0.37
H -1.677 -5.013 1.569 0.41
C 4.090 -1.125 -1.017 -1.01
S 3.138 -0.088 0.077 1.32
O 3.383 1.292 -0.293 -0.69
O 3.453 -0.470 1.432 -0.78
O 1.713 -0.450 -0.263 -0.56
H 4.993 -1.429 -0.495 0.40
H 4.327 -0.548 -1.907 0.29
H 3.484 -1.989 -1.279 0.29
```

* spin multiplicity: 2
* E: -5081.46193 a.u.
* charge: -1
* relative energy (zero: lowest compared OMol25 entry of this formula, charge and spin): 8.6 kcal per mole
* frontier orbital gap (spin up / spin down): 5.74 / 5.53 eV
* LUMO (spin up / spin down): 1.394 / 1.189 eV

=====

Formula: C22H18N8O4OsSSe
Source: OMol25
Level of theory: ωB97M-V/def2-TZVPD

```
55
Properties=species:S:1:pos:R:3:mulliken_charge:R:1
Os 0.786 0.504 -0.196 0.77
N 0.431 -7.016 2.738 -0.44
C 0.307 -5.675 2.695 1.10
C -0.893 -5.079 2.260 -0.88
C -1.021 -3.716 2.223 -0.53
C 0.053 -2.900 2.623 0.06
C 1.247 -3.484 3.080 -0.49
C 1.373 -4.844 3.100 -0.81
S -0.211 -1.223 2.691 1.16
O -1.524 -0.914 2.224 -0.55
O 0.292 -0.595 3.861 -0.64
N 0.907 -0.525 1.421 0.03
C 2.254 -0.267 1.840 0.45
N 2.940 -0.836 2.775 -0.23
C 4.156 -0.287 2.959 -0.22
C 4.631 0.772 2.192 -0.76
C 3.802 1.284 1.210 0.04
N 2.586 0.753 1.074 -0.31
H -0.345 -7.617 2.525 0.21
H 1.277 -7.449 3.062 0.21
H -1.728 -5.707 1.975 0.32
H -1.962 -3.273 1.932 0.62
H 2.054 -2.857 3.432 0.58
H 2.293 -5.295 3.449 0.32
H 4.755 -0.713 3.755 0.48
H 5.619 1.181 2.347 0.42
H 4.083 2.097 0.558 0.50
O 2.354 1.220 -1.317 -0.47
N 2.148 1.881 -2.401 -0.30
N 0.929 2.022 -2.618 0.98
O 0.109 1.490 -1.720 -0.48
C 0.379 2.700 -3.792 0.71
C 1.260 3.329 -4.654 -0.55
C 0.737 3.924 -5.788 -0.56
C -0.629 3.881 -6.037 -0.55
C -1.486 3.257 -5.143 -0.55
C -0.985 2.655 -3.998 -0.41
H 2.321 3.357 -4.449 0.46
H 1.403 4.421 -6.480 0.40
H -1.026 4.335 -6.934 0.41
H -2.550 3.229 -5.336 0.40
H -1.641 2.164 -3.294 0.48
Se -1.866 -1.439 -0.762 0.42
N -1.125 0.141 -0.183 -0.37
C -2.145 1.052 -0.034 1.79
C -2.043 2.363 0.441 -0.92
C -3.199 3.098 0.536 -0.71
C -4.475 2.581 0.168 -0.58
C -4.604 1.305 -0.272 -0.69
C -3.427 0.508 -0.371 0.52
N -3.451 -0.762 -0.770 -0.69
H -1.095 2.770 0.759 0.43
H -3.144 4.109 0.920 0.45
H -5.347 3.214 0.258 0.44
H -5.560 0.873 -0.535 0.51
```

* E: -4477.71191 a.u.
* charge: +2
* relative energy (zero: lowest compared OMol25 entry of this formula, charge and spin): 18.7 kcal per mole
* frontier orbital gap (spin up / spin down): 5.09 / 5.09 eV
* LUMO (spin up / spin down): -8.186 / -8.183 eV

=====

Formula: C22H18NPSSe2Zn
Source: OMol25
Level of theory: ωB97M-V/def2-TZVPD

```
46
Properties=species:S:1:pos:R:3:mulliken_charge:R:1
Zn 0.437 -0.385 0.003 -0.06
Se 2.736 0.248 0.003 -0.12
P 2.222 2.421 0.008 0.49
Se 0.146 2.795 0.004 -0.53
C 3.061 3.094 1.481 0.91
C 4.400 2.809 1.750 -0.25
C 4.994 3.279 2.909 -0.74
C 4.253 4.025 3.818 -0.40
C 2.922 4.306 3.557 -0.62
C 2.326 3.843 2.391 -0.35
C 3.068 3.101 -1.458 0.91
C 4.410 2.820 -1.721 -0.25
C 5.009 3.294 -2.876 -0.74
C 4.272 4.042 -3.786 -0.40
C 2.939 4.320 -3.531 -0.63
C 2.336 3.852 -2.370 -0.35
H 4.982 2.199 1.070 0.12
H 6.034 3.054 3.109 0.38
H 4.714 4.376 4.733 0.38
H 2.341 4.884 4.264 0.38
H 1.286 4.057 2.184 0.23
H 4.988 2.209 -1.040 0.12
H 6.050 3.072 -3.070 0.38
H 4.737 4.396 -4.698 0.38
H 2.360 4.899 -4.239 0.38
H 1.295 4.064 -2.167 0.23
C 2.532 -3.070 -0.001 -1.66
C 1.087 -3.470 -0.002 1.30
C 0.750 -4.841 -0.004 -0.61
C -0.558 -5.213 -0.004 -0.75
C -1.572 -4.232 -0.003 1.37
C -2.941 -4.578 -0.003 -0.89
C -3.880 -3.589 -0.002 -0.58
C -3.489 -2.239 0.000 -0.63
C -2.167 -1.854 0.001 0.29
S -1.776 -0.143 0.003 -0.44
C -1.171 -2.877 -0.001 0.53
N 0.159 -2.531 0.000 -0.55
H 3.174 -3.949 -0.003 0.35
H 2.769 -2.472 0.880 0.26
H 2.768 -2.469 -0.881 0.26
H 1.543 -5.576 -0.005 0.31
H -0.838 -6.260 -0.006 0.41
H -3.219 -5.625 -0.005 0.35
H -4.934 -3.838 -0.002 0.37
H -4.245 -1.463 0.001 0.45
```

* E: -8225.77689 a.u.
* frontier orbital gap: 7.36 eV
* LUMO: -0.338 eV

=====

The lowest E belongs to which entry? C22H18NPSSe2Zn